Entry from the OMol25 dataset: a structure of composition C8H12FMnO4 (ωB97M-V with the def2-TZVPD basis set).

Results
Expectation value of S²: 8.7532
LUMO level (alpha / beta): -6.36 / -6.39 eV
Molar mass: 246.12 g/mol
Gap between HOMO and LUMO (alpha / beta): 6.377 / 6.344 eV
Highest occupied orbital energy (alpha / beta): -0.46796 / -0.46793 Eh

Structure (ORCA input):
```
! wB97M-V def2-TZVPD RIJCOSX def2/J DEFGRID3
* xyz 1 6
Mn -1.562 1.662 -0.742
F 0.276 0.932 -1.266
O -0.580 2.790 0.722
C 0.138 2.976 1.728
O -0.233 3.863 2.711
C 0.672 3.794 3.804
C 1.427 2.444 3.498
C 1.448 2.317 2.006
H 0.120 3.741 4.742
H 1.340 4.655 3.792
H 0.947 1.640 4.057
H 2.451 2.408 3.870
H 1.486 1.316 1.578
H 2.169 2.961 1.502
O -2.409 -3.258 -0.462
C -1.707 -3.261 -1.486
O -1.483 -4.458 -2.217
C -0.531 -4.221 -3.285
C -0.588 -2.745 -3.501
C -0.836 -2.207 -2.109
H -0.758 -4.763 -4.203
H 0.448 -4.505 -2.899
H -1.472 -2.593 -4.120
H 0.257 -2.301 -4.028
H -1.130 -1.157 -2.096
H 0.109 -2.033 -1.594
*
```

Atomic partial charges in e from the Mulliken method, atoms 1 to 8:
1 Mn 1.4268
2 F -0.6429
3 O -0.5663
4 C 0.3280
5 O -0.2580
6 C -0.3728
7 C -0.5811
8 C -0.1953